No. 1
This record from OMol25 describes 2 unconnected molecules or ions with the total composition C5H13O2 in a non-equilibrium geometry. The level of theory is ωB97M-V with the def2-TZVPD basis set.

Total charge: -1
Energy above the lowest of the compared OMol25 structures with the same formula, charge and spin (kJ/mol): 182.86
Multiplicity: 1
Highest occupied orbital energy (eV): -2.63
Energy (a.u.): -348.7302

Geometry as XYZ:
```
20
Properties=species:S:1:pos:R:3:lowdin_charge:R:1
C 0.571 -1.393 -1.718 -0.50
O -0.600 -0.892 -2.286 -0.40
C 1.172 -0.362 -0.630 -0.24
C 0.391 -0.069 0.661 -0.30
C 1.201 0.290 1.890 -0.29
C 0.231 0.596 3.124 -0.12
H 1.328 -1.435 -2.507 0.05
H 0.637 -2.393 -1.246 0.06
H 2.134 -0.724 -0.171 0.08
H 1.239 0.711 -1.161 0.13
H -0.312 0.706 0.341 0.08
H -0.168 -1.110 0.996 0.16
H 1.684 -0.689 2.277 0.11
H 1.900 1.058 1.648 0.08
H 0.702 1.250 3.888 0.05
H -0.553 1.085 2.521 0.06
H -0.063 -0.300 3.686 0.05
H -3.311 1.099 -1.333 0.01
H -1.785 1.004 -1.523 0.02
O -2.503 1.562 -1.136 -0.11
```

***

No. 2
This record from OMol25 describes 2 unconnected molecules or ions with the total composition C2H8O in a non-equilibrium geometry. The level of theory is ωB97M-V with the def2-TZVPD basis set.

SMILES: CC.O
Energy above the lowest of the compared OMol25 structures with the same formula, charge and spin (kJ/mol): 87.21
Multiplicity: 1
Highest occupied orbital energy (eV): -11.46
Energy (a.u.): -156.1919

Geometry as XYZ:
```
11
Properties=species:S:1:pos:R:3:lowdin_charge:R:1
C 0.335 0.268 -0.766 -0.17
C -0.644 1.461 -0.314 -0.16
H 1.246 0.145 -0.189 0.06
H 0.683 0.471 -1.792 0.07
H -0.127 -0.610 -0.542 -0.01
H -1.568 1.551 -0.947 0.05
H -0.810 1.210 0.882 0.11
H -0.258 2.566 -0.361 0.07
O 0.306 -2.081 1.586 -0.03
H 0.504 -1.988 0.657 0.00
H 0.333 -2.994 1.786 0.01
```

***

No. 3
This record from OMol25 describes 2 unconnected molecules or ions with the total composition C5H12N4 in a non-equilibrium geometry. The level of theory is ωB97M-V with the def2-TZVPD basis set.

SMILES: C=CC(=C)N.C=NNN
Energy above the lowest of the compared OMol25 structures with the same formula, charge and spin (kJ/mol): 401.33
Multiplicity: 1
Highest occupied orbital energy (eV): -7.68
Energy (a.u.): -416.5926

Geometry as XYZ:
```
21
Properties=species:S:1:pos:R:3:lowdin_charge:R:1
C -1.080 1.434 -1.449 0.01
C 0.041 0.814 -1.071 -0.18
C 0.809 1.197 0.148 -0.46
C 2.142 1.079 0.159 0.02
N 0.067 1.648 1.221 0.09
H -1.674 2.025 -0.771 0.06
H -1.462 1.331 -2.450 0.05
H 0.623 0.268 -1.802 0.09
H 2.685 0.750 -0.708 0.04
H 2.723 1.339 1.029 0.05
H -0.875 1.219 1.272 0.05
H 0.557 1.614 2.104 0.09
C -1.740 -0.682 0.986 -0.11
N -1.003 -1.176 0.054 -0.07
N 0.070 -1.899 0.348 -0.18
N 0.705 -2.650 -0.636 0.02
H -2.648 -0.197 0.678 0.06
H -1.538 -0.847 2.045 0.07
H 0.461 -1.976 1.289 0.14
H 1.101 -2.031 -1.343 0.06
H 0.035 -3.262 -1.101 0.08
```

***

No. 4
This record from OMol25 describes a molecular structure, C45H35GeN2STi. The level of theory is ωB97M-V with the def2-TZVPD basis set.

Total charge: -1
Multiplicity: 1
Highest occupied orbital energy (eV): -4.02
Energy (a.u.): -5169.8272

Geometry as XYZ:
```
85
Properties=species:S:1:pos:R:3:lowdin_charge:R:1
Ti -0.552 -2.082 0.131 0.67
C -4.284 3.643 1.257 -0.04
C -4.367 2.239 1.875 -0.56
C -3.150 2.050 2.780 -0.06
C -5.640 2.131 2.725 -0.05
C -4.409 1.195 0.760 -0.17
C -5.427 1.262 -0.211 -0.04
C -5.469 0.415 -1.298 -0.08
C -4.470 -0.545 -1.425 -0.46
S -4.112 -1.621 -2.740 1.11
C -2.691 -2.164 -1.887 -0.51
N -2.527 -1.626 -0.711 0.00
C -3.490 -0.665 -0.442 -0.28
C -3.449 0.206 0.646 0.04
C -1.664 -3.025 -2.478 -0.28
C -1.981 -3.830 -3.575 -0.08
C -0.981 -4.584 -4.162 -0.10
C 0.308 -4.525 -3.638 -0.10
C 0.588 -3.735 -2.530 -0.12
C -0.380 -2.942 -1.902 -0.13
H -4.236 4.396 2.046 0.08
H -5.151 3.864 0.632 0.07
H -3.388 3.741 0.641 0.08
H -3.144 2.824 3.550 0.09
H -2.213 2.129 2.225 0.08
H -3.164 1.079 3.279 0.09
H -5.623 2.879 3.523 0.08
H -5.715 1.143 3.184 0.09
H -6.539 2.296 2.129 0.07
H -6.190 2.025 -0.122 0.10
H -6.244 0.521 -2.047 0.10
H -2.601 0.114 1.313 0.09
H -2.993 -3.872 -3.966 0.09
H -1.198 -5.215 -5.015 0.09
H 1.097 -5.112 -4.096 0.09
H 1.602 -3.737 -2.139 0.08
N 8.405 -5.598 1.407 0.13
C 7.301 -5.272 1.431 -0.20
C 5.927 -4.874 1.464 -0.25
C 5.496 -3.919 2.386 -0.03
C 4.169 -3.541 2.416 -0.02
C 3.241 -4.105 1.531 -0.25
C 3.690 -5.060 0.608 -0.03
C 5.016 -5.442 0.572 -0.04
C 1.881 -3.677 1.522 -0.18
C 0.732 -3.269 1.435 -0.09
H 6.209 -3.475 3.068 0.11
H 3.829 -2.789 3.115 0.12
H 2.975 -5.492 -0.080 0.11
H 5.356 -6.178 -0.144 0.11
C -0.087 -0.466 0.405 -0.43
Ge 0.890 1.075 -0.019 0.83
C 2.779 0.683 -0.421 -0.27
C 3.121 -0.545 -0.984 -0.11
C 4.447 -0.890 -1.206 -0.10
C 5.462 -0.003 -0.868 -0.11
C 5.139 1.226 -0.308 -0.11
C 3.809 1.561 -0.085 -0.11
C 0.863 2.431 1.431 -0.28
C 0.975 3.798 1.180 -0.12
C 0.929 4.727 2.212 -0.11
C 0.770 4.300 3.524 -0.11
C 0.656 2.943 3.793 -0.11
C 0.701 2.022 2.754 -0.12
C 0.086 2.014 -1.562 -0.27
C 0.676 2.076 -2.821 -0.10
C 0.008 2.639 -3.903 -0.10
C -1.273 3.148 -3.741 -0.11
C -1.879 3.094 -2.492 -0.10
C -1.203 2.532 -1.420 -0.12
H 2.335 -1.255 -1.223 0.08
H 4.690 -1.857 -1.630 0.10
H 6.498 -0.273 -1.031 0.09
H 5.924 1.919 -0.031 0.09
H 3.575 2.515 0.376 0.09
H 1.082 4.149 0.157 0.10
H 1.014 5.785 1.991 0.09
H 0.731 5.021 4.331 0.09
H 0.526 2.600 4.813 0.09
H 0.594 0.961 2.962 0.09
H 1.674 1.674 -2.965 0.09
H 0.487 2.672 -4.874 0.09
H -1.799 3.579 -4.585 0.09
H -2.884 3.480 -2.356 0.09
H -1.694 2.481 -0.452 0.08
```

***

No. 5
This record from OMol25 describes a molecular structure, C10H31Li2N2O10 in a non-equilibrium geometry. The level of theory is ωB97M-V with the def2-TZVPD basis set.

Total charge: +1
Energy above the lowest of the compared OMol25 structures with the same formula, charge and spin (kJ/mol): 0.00
Multiplicity: 1
Highest occupied orbital energy (eV): -11.39
Energy (a.u.): -1276.4391

Geometry as XYZ:
```
55
Properties=species:S:1:pos:R:3:lowdin_charge:R:1
Li -1.469 2.563 0.355 0.74
Li -0.911 -0.420 0.862 0.71
C 1.313 1.402 -0.206 -0.30
O -0.058 1.187 0.005 -0.55
H 1.598 2.152 -0.949 0.06
H 1.723 1.651 0.789 0.07
H 1.900 0.484 -0.367 0.05
C -3.974 0.912 0.000 -0.20
C -3.260 1.289 -1.288 -0.21
O -2.779 2.638 -1.152 -0.13
O -2.953 0.748 0.975 -0.12
H -4.638 0.069 -0.191 0.14
H -4.565 1.805 0.220 0.13
H -3.884 1.293 -2.182 0.14
H -2.475 0.550 -1.477 0.12
H -3.156 3.157 -1.865 0.11
H -3.222 0.381 1.822 0.09
C -1.060 0.489 4.138 -0.18
C 0.058 1.466 3.880 -0.23
O 1.299 0.786 3.927 -0.05
O -1.256 -0.329 2.949 -0.14
H -1.958 1.074 4.378 0.13
H -0.874 -0.158 4.993 0.13
H 0.136 2.336 4.532 0.13
H -0.050 1.954 2.898 0.11
H 1.366 0.104 3.246 0.04
H -1.957 -0.949 3.187 0.10
C 1.425 -3.120 -3.280 -0.27
C 1.664 -1.870 -2.448 -0.24
O 0.604 -0.926 -2.563 -0.07
O 0.212 -3.691 -2.868 -0.05
H 2.282 -3.797 -3.168 0.12
H 1.462 -2.869 -4.349 0.12
H 2.608 -1.389 -2.708 0.13
H 1.757 -2.252 -1.429 0.11
H 0.706 -0.517 -3.426 0.06
H -0.014 -4.464 -3.391 0.09
C 1.431 -2.576 2.291 -0.22
C 2.602 -3.157 3.092 -0.22
O 3.541 -3.713 2.171 -0.06
O 1.570 -1.227 1.884 -0.09
H 0.495 -2.717 2.840 0.11
H 1.268 -3.194 1.398 0.13
H 2.249 -3.930 3.780 0.12
H 3.093 -2.348 3.640 0.13
H 4.376 -3.755 2.649 0.09
H 2.154 -1.221 1.117 0.10
C -0.189 3.180 -4.051 -0.68
O -0.321 3.565 -5.206 0.04
N -0.050 1.830 -3.771 0.16
N -0.146 3.988 -2.970 0.15
H 0.077 1.263 -4.585 0.10
H -0.076 1.584 -2.796 0.06
H 0.032 4.950 -3.231 0.12
H 0.294 3.739 -2.102 0.08
```

***

No. 6
This record from OMol25 describes a single C11H20N2O7 molecule in a non-equilibrium geometry. The level of theory is ωB97M-V with the def2-TZVPD basis set.

SMILES: CCO[C@]1(OC)O[C@H](CO)[C@H](O)[C@H](O)[C@]1(O)C1(C)N=N1
Energy above the lowest of the compared OMol25 structures with the same formula, charge and spin (kJ/mol): 334.43
Multiplicity: 1
Highest occupied orbital energy (eV): -9.92
Energy (a.u.): -1067.2221

Geometry as XYZ:
```
40
Properties=species:S:1:pos:R:3:lowdin_charge:R:1
C 3.144 -0.979 1.875 -0.05
C 2.051 -0.848 0.800 -0.21
O 1.000 -0.074 1.410 -0.05
C -0.184 0.177 0.669 -0.40
O -1.102 0.729 1.644 -0.11
C -1.299 -0.128 2.748 -0.05
O -0.626 -1.085 0.161 -0.01
C -1.791 -1.115 -0.644 -0.22
C -2.325 -2.553 -0.795 -0.16
O -3.300 -2.629 -1.833 -0.07
C -1.481 -0.360 -1.982 -0.20
O -1.290 -1.210 -3.114 -0.04
C -0.181 0.515 -1.862 -0.17
O 0.987 -0.321 -2.141 -0.01
C -0.072 1.230 -0.488 -0.27
O -1.190 2.136 -0.359 0.04
C 1.142 2.133 -0.403 -0.46
C 1.195 3.023 0.844 0.01
N 2.381 1.908 -1.119 0.15
N 1.616 2.824 -1.598 0.21
H 3.658 -0.033 2.050 0.08
H 3.892 -1.677 1.512 0.07
H 2.669 -1.395 2.773 0.08
H 2.423 -0.373 -0.124 0.10
H 1.633 -1.803 0.507 0.12
H -1.551 -1.147 2.424 0.10
H -2.092 0.271 3.363 0.09
H -0.416 -0.158 3.410 0.10
H -2.537 -0.505 -0.135 0.16
H -1.528 -3.232 -1.074 0.12
H -2.808 -2.821 0.136 0.12
H -2.956 -2.312 -2.696 0.08
H -2.367 0.260 -2.248 0.17
H -0.399 -1.619 -3.044 0.12
H -0.249 1.259 -2.663 0.16
H 1.778 0.202 -2.043 0.05
H -1.511 2.059 0.536 0.08
H 2.231 3.118 1.128 0.08
H 0.675 2.563 1.731 0.10
H 0.779 3.968 0.642 0.07
```

***

No. 7
This record from OMol25 describes a single C4H6O2 molecule. The level of theory is ωB97M-V with the def2-TZVPD basis set.

Energy above the lowest of the compared OMol25 structures with the same formula, charge and spin (kJ/mol): 497.24
Multiplicity: 1
Highest occupied orbital energy (alpha / beta) (eV): -8.79 / -8.79
Energy (a.u.): -306.3169

Geometry as XYZ:
```
12
Properties=species:S:1:pos:R:3:lowdin_charge:R:1
C -1.314 -0.629 -0.707 0.01
C -0.469 -0.166 0.431 -0.30
O -1.045 -0.092 1.556 -0.04
C 0.969 0.077 0.368 -0.10
C 1.561 0.815 -0.570 0.06
O -0.302 0.313 2.611 -0.17
H -1.107 -1.687 -0.907 0.10
H -2.372 -0.520 -0.463 0.10
H -1.084 -0.075 -1.622 0.09
H 1.524 -0.345 1.203 0.12
H 1.003 1.334 -1.346 0.07
H 2.635 0.975 -0.552 0.07
```

***

No. 8
This record from OMol25 describes a single C3H6N2S molecule in a non-equilibrium geometry. The level of theory is ωB97M-V with the def2-TZVPD basis set.

SMILES: [H]/N=C\NCC=S
Energy above the lowest of the compared OMol25 structures with the same formula, charge and spin (kJ/mol): 278.27
Multiplicity: 1
Highest occupied orbital energy (eV): -9.23
Energy (a.u.): -625.5160

Geometry as XYZ:
```
12
Properties=species:S:1:pos:R:3:lowdin_charge:R:1
H -1.571 0.192 2.189 0.09
N -2.286 0.074 1.343 0.06
C -1.600 -0.139 0.339 -0.40
N -0.279 -0.627 0.397 -0.07
C 0.658 -0.432 -0.771 -0.30
C 1.544 0.795 -0.633 -0.63
S 3.002 0.956 -1.464 0.61
H -2.022 -0.258 -0.690 0.13
H 0.202 -0.345 1.397 0.18
H -0.024 -0.394 -1.567 0.08
H 1.271 -1.362 -0.823 0.12
H 1.106 1.540 0.284 0.13
```

***

No. 9
This record from OMol25 describes a single C6H9N3O2 molecule in a non-equilibrium geometry. The level of theory is ωB97M-V with the def2-TZVPD basis set.

SMILES: N[C@@H](Cc1c[nH]cn1)C(=O)O
Energy above the lowest of the compared OMol25 structures with the same formula, charge and spin (kJ/mol): 86.71
Multiplicity: 1
Highest occupied orbital energy (eV): -8.68
Energy (a.u.): -548.7884

Geometry as XYZ:
```
20
Properties=species:S:1:pos:R:3:lowdin_charge:R:1
N -1.761 -0.298 1.006 0.07
C -0.508 -1.021 1.067 -0.33
C 0.139 -1.353 -0.310 -0.09
C 0.258 -0.099 -1.009 -0.35
C -0.434 0.264 -2.136 -0.04
N -0.140 1.607 -2.329 0.05
C 0.685 1.972 -1.372 -0.22
N 1.035 0.967 -0.621 0.12
C 0.520 -0.352 1.931 -0.54
O 0.497 0.774 2.342 0.11
O 1.499 -1.198 2.253 0.12
H -2.080 -0.372 1.982 0.08
H -1.496 0.730 1.049 0.10
H -0.577 -1.974 1.549 0.14
H -0.431 -1.993 -0.992 0.13
H 1.120 -1.823 -0.114 0.13
H -1.200 -0.165 -2.801 0.13
H -0.436 2.115 -3.143 0.15
H 1.198 2.931 -1.153 0.14
H 2.113 -0.711 2.801 0.12
```

***

No. 10
This record from OMol25 describes 2 unconnected molecules or ions with the total composition C6H11N in a non-equilibrium geometry. The level of theory is ωB97M-V with the def2-TZVPD basis set.

Energy above the lowest of the compared OMol25 structures with the same formula, charge and spin (kJ/mol): 467.31
Multiplicity: 1
Highest occupied orbital energy (alpha / beta) (eV): -9.66 / -9.60
Energy (a.u.): -289.7937

Geometry as XYZ:
```
18
Properties=species:S:1:pos:R:3:lowdin_charge:R:1
C 2.109 -0.061 -0.115 -0.10
C 0.945 -1.014 0.150 -0.23
C -0.429 -0.334 0.044 -0.40
C -1.610 -1.265 0.339 -0.06
C -0.977 2.143 -1.484 0.16
C -0.485 0.822 0.961 -0.25
N -0.532 1.732 1.676 0.17
H 2.036 0.385 -1.114 0.08
H 3.066 -0.588 -0.049 0.07
H 2.125 0.754 0.617 0.07
H 1.041 -1.460 1.148 0.12
H 0.959 -1.840 -0.571 0.12
H -1.526 -1.688 1.345 0.09
H -2.557 -0.722 0.273 0.09
H -1.631 -2.084 -0.386 0.08
H -1.836 2.429 -0.837 -0.05
H -0.154 2.728 -1.019 -0.05
H -0.541 0.064 -0.979 0.09
```